Record 1
C11H21N9PtS2 | ωB97M-V/def2-TZVPD

Cartesian coordinates (Å):
Pt -0.1161 0.8266 0.1472
N -1.5090 2.5541 1.0024
C -2.9770 2.3582 0.9368
C -3.4840 2.3244 -0.4935
C -2.9898 1.1542 -1.3243
N -1.5376 1.2624 -1.6200
H -1.2278 2.7142 1.9662
H -1.2592 3.4107 0.5115
H -3.4800 3.1558 1.4861
H -3.2114 1.4192 1.4425
H -3.2494 3.2680 -0.9988
H -4.5736 2.2776 -0.4638
H -3.5401 1.1097 -2.2659
H -3.1476 0.2099 -0.8000
H -1.3422 2.1663 -2.0474
H -1.2722 0.5670 -2.3142
C 1.6332 -4.4484 -0.7423
N 1.7993 -2.9995 -0.9072
C 2.8745 -2.5186 -1.7815
C 0.9488 -2.1234 -0.3717
N 1.0288 -0.8243 -0.5682
N -0.0549 -2.6594 0.4176
C -0.9462 -2.0475 1.2809
N -1.5992 -2.9068 2.0790
N -1.1404 -0.7641 1.2972
H 2.4358 -4.9479 -1.2723
H 0.6904 -4.7953 -1.1712
H 1.7134 -4.7371 0.3079
H 3.5798 -3.3278 -1.9341
H 3.4249 -1.7052 -1.3077
H 2.4857 -2.1995 -2.7498
H 1.8096 -0.5725 -1.1601
H -0.0705 -3.6651 0.4488
H -1.3477 -3.8779 2.1559
H -2.3292 -2.5811 2.6899
H -1.7705 -0.4938 2.0431
S 1.2795 1.5821 2.0849
C 2.4964 2.4999 1.3556
C 3.5668 2.9027 2.2094
N 4.4330 3.2043 2.9026
C 2.5216 2.8646 0.0000
S 1.3590 2.4091 -1.1222
C 3.6120 3.6609 -0.4735
N 4.4830 4.2933 -0.8756

Total charge: +2
HOMO level (alpha / beta): -14.108 / -15.822 eV
2S+1: 5
Energy above the lowest of the compared OMol25 structures with the same formula, charge and spin: 0.0 kJ/mol
LUMO (alpha / beta): -6.36 / -9.51 eV
HOMO-LUMO gap (alpha / beta): 7.74 / 6.32 eV

natural (NBO) atomic charge list, values in e, 8 entries: 1.193 -0.821 -0.222 -0.438 -0.229 -0.793 0.405 0.396


Record 2
C11H22AsBr2Cl2N2OS | ωB97M-V/def2-TZVPD

Cartesian coordinates (Å):
C 2.8420 3.5989 0.2394
C 1.2466 3.3043 0.2927
Cl 0.4732 3.5400 -1.3751
C 0.9408 1.8261 0.8967
Cl 1.8484 1.7250 2.5276
As -1.0724 1.5294 1.1098
C -0.8319 -0.4238 1.5949
C -0.9861 -1.4601 0.3844
C -0.0051 -1.2181 -0.8555
C 1.4036 -1.9875 -0.7776
S 1.9592 -2.4389 0.9326
C 3.6284 -1.6611 1.0987
N 4.3915 -1.4821 2.3151
N 5.5284 -0.8261 1.9368
C 5.5154 -0.5891 0.5443
O 4.3161 -1.1193 -0.0055
H 3.0420 4.5552 -0.3460
H 3.2693 3.7626 1.2962
H 3.3355 2.6730 -0.2189
H 0.8180 4.0377 1.0723
H 1.4669 1.0752 0.2187
H -0.9836 1.8583 2.6540
H -1.3148 3.0550 0.7991
H -1.2947 1.2446 -0.4057
H -2.6341 1.4080 1.3148
H -1.6812 -0.6720 2.3399
H 0.1375 -0.5272 2.1902
H -0.8715 -2.5427 0.7785
H -2.0701 -1.4037 -0.0005
H -0.5476 -1.6399 -1.7847
H 0.2134 -0.1299 -1.0938
H 1.3369 -2.9431 -1.4198
H 2.1684 -1.3249 -1.3291
H 6.2401 -0.0594 -0.1432
Br -3.7071 -3.4213 -2.5485
C -5.3770 -2.5904 -1.9813
C -5.3881 -1.1143 -2.2927
Br -4.3008 -0.1153 -1.0211
H -5.4948 -2.8069 -0.9198
H -6.1563 -3.1081 -2.5427
H -6.3950 -0.7071 -2.1877
H -5.0093 -0.8812 -3.2876

Total charge: -1
HOMO level: -3.520 eV
LUMO: 2.32 eV
HOMO-LUMO gap: 5.84 eV

natural (NBO) atomic charge list, values in e, 8 entries: -0.639 -0.199 -0.100 -0.509 -0.139 0.782 -0.769 -0.436


Record 3
C11H22Cl2I2NP2Y | ωB97M-V/def2-TZVPD

Cartesian coordinates (Å):
I -0.0276 -1.7314 -3.4109
I 0.0091 0.9167 -4.3298
Y 0.0384 -0.5456 -0.1003
P -2.9832 0.0133 -0.0988
C -4.2891 -0.0941 -1.4014
C -3.9471 -1.1127 1.0629
H -4.9837 -0.6821 1.0011
H -4.9179 1.2685 0.7288
H -3.5568 -1.1119 2.0938
H -3.3427 1.8387 1.5301
H -4.2006 -1.0366 -1.9900
H -3.9353 -2.1887 0.7801
C -3.8376 1.5462 0.5897
H -5.3017 -0.0243 -0.8826
H -3.7442 2.3734 -0.1354
H -4.1907 0.7308 -2.1387
P 3.0233 -0.0571 -0.0874
C 4.2618 -0.0550 -1.4386
C 3.8351 1.4933 0.5966
H 3.8465 -1.0207 2.1122
H 5.1436 -0.7728 0.8744
H 3.9419 -2.2298 0.8457
C 4.0867 -1.1319 1.0332
H 3.3278 1.7766 1.5318
H 4.9139 1.2246 0.7331
H 5.2813 0.0147 -0.9416
H 4.1156 0.8210 -2.1007
H 3.7195 2.3058 -0.1395
H 4.1736 -0.9654 -2.0828
Cl 0.0698 0.5725 2.0954
Cl 0.4330 -4.5932 4.3000
C -0.1367 -4.1341 2.6950
C -0.4383 -5.1698 1.7597
C -0.6411 -4.8553 0.4412
C -0.4392 -3.5311 0.0002
N 0.1491 -2.6257 0.8607
C 0.0822 -2.8270 2.2477
H -0.4438 -6.2207 2.0165
H -0.8256 -5.5925 -0.3336
H -0.6700 -3.0771 -0.9966
H 0.3389 -2.0187 2.9334

Total charge: +2
HOMO level: -15.769 eV
Energy above the lowest of the compared OMol25 structures with the same formula, charge and spin: 15.3 kJ/mol
LUMO: -8.65 eV
HOMO-LUMO gap: 7.12 eV

natural (NBO) atomic charge list, values in e, 8 entries: 0.048 0.185 1.730 0.648 -0.907 -0.887 0.248 0.245


Record 4
C11H22FNO2 | ωB97M-V/def2-TZVPD

Cartesian coordinates (Å):
C 0.3481 2.8230 0.9695
C -0.4592 2.8417 2.2866
C -0.0619 1.7632 3.2990
C -0.1016 0.3169 2.7913
C -1.4581 -0.0959 2.2203
C -1.4987 -1.4621 1.5063
C -0.2591 -1.8230 0.6895
C 0.0403 -0.8279 -0.4212
O -0.6897 -1.2414 -1.5939
C -0.7270 -0.2846 -2.5623
O -1.6608 0.4674 -2.6876
N 0.3550 -0.2776 -3.4466
C 1.4648 -1.2229 -3.3203
C 1.5391 -2.0804 -4.5751
F 2.5559 -3.0258 -4.3987
H 1.0592 1.9936 0.9591
H -0.3053 2.6891 0.1051
H 0.9169 3.7439 0.8432
H -1.5277 2.7783 2.0636
H -0.3257 3.8188 2.7599
H 0.9465 1.9914 3.6616
H -0.7380 1.8439 4.1585
H 0.7113 0.1490 2.0811
H 0.1106 -0.3279 3.6523
H -1.8605 0.6747 1.5585
H -2.1562 -0.1513 3.0633
H -2.3514 -1.4568 0.8189
H -1.6937 -2.2600 2.2278
H 0.6268 -1.9519 1.3174
H -0.4282 -2.7950 0.2142
H 1.1144 -0.7855 -0.6342
H -0.2930 0.1777 -0.1506
H 0.6640 0.6764 -3.5696
H 1.3449 -1.8900 -2.4713
H 2.4106 -0.6834 -3.2198
H 0.6020 -2.6184 -4.7386
H 1.7854 -1.4869 -5.4573

Total charge: 0
HOMO level: -10.285 eV
SMILES: CCCCCCCCOC(=O)NCCF
LUMO: 0.70 eV
HOMO-LUMO gap: 10.99 eV

natural (NBO) atomic charge list, values in e, 8 entries: -0.625 -0.405 -0.386 -0.404 -0.412 -0.395 -0.427 -0.076


Record 5
C11H22N2O2Y | ωB97M-V/def2-TZVPD

Cartesian coordinates (Å):
N -0.5882 -2.1034 1.9847
C -1.6945 -1.2650 2.6407
C -1.7481 0.1338 1.9671
C -2.7941 0.2636 0.8477
C -2.6208 -0.6049 -0.4110
C -1.9194 -0.1646 -1.7632
C -0.4029 -0.4395 -1.6484
C 0.4851 0.6622 -0.9831
C 1.7141 0.7563 -1.9264
C 3.0496 1.1970 -1.3277
C 2.9859 1.9262 0.0167
N 2.5930 1.0669 1.1522
C 1.6430 -0.6412 -2.4565
O 2.3791 -1.5207 -2.5373
O 0.2585 -0.8485 -2.7683
H -0.2857 -2.8116 2.6652
H 0.1976 -1.4419 1.9435
H -1.3901 -1.1632 3.6816
H -2.6729 -1.7358 2.5618
H -0.7183 0.3146 1.6488
H -1.9901 0.9301 2.6721
H -3.7426 -0.0923 1.2584
H -2.9498 1.3203 0.6229
H -2.1005 -1.5330 -0.0495
H -3.6340 -0.8985 -0.6928
H -2.0512 0.8910 -2.0061
H -2.3938 -0.7713 -2.5357
H -0.4999 -1.3696 -0.9399
H 0.8817 0.2122 -0.0650
H -0.0755 1.5630 -0.7462
H 1.4060 1.3778 -2.7773
H 3.7354 0.3505 -1.2490
H 3.5155 1.8832 -2.0399
H 3.9811 2.3326 0.2046
H 2.3262 2.7975 -0.0253
H 3.3253 0.9768 1.8420
H 1.7502 1.4022 1.5936
Y 0.0449 -2.9526 -0.3547

Total charge: +3
HOMO level: -18.407 eV
LUMO: -14.29 eV
HOMO-LUMO gap: 4.11 eV

natural (NBO) atomic charge list, values in e, 8 entries: -1.022 -0.222 -0.418 -0.429 -0.334 -0.450 0.311 -0.466


Record 6
C11H22O4 | ωB97M-V/def2-TZVPD

Cartesian coordinates (Å):
C 5.6734 3.3049 0.7306
C 4.8562 2.7918 1.9098
C 3.8340 1.7425 1.4786
C 3.0141 1.2301 2.6606
C 2.0534 0.0999 2.2900
C 0.9159 0.5555 1.3798
C -0.0828 -0.5694 1.1250
C -1.2044 -0.1290 0.2163
O -1.3094 0.9454 -0.3068
O -2.1023 -1.1208 0.0609
C -3.2312 -0.8441 -0.7636
C -2.9070 -0.9199 -2.2743
O -4.0998 -1.0574 -3.0001
C -1.9508 -2.0879 -2.5762
O -2.4489 -3.3093 -2.0860
H 6.3937 4.0508 1.0586
H 5.0239 3.7593 -0.0144
H 6.2159 2.4886 0.2584
H 4.3354 3.6282 2.3814
H 5.5275 2.3584 2.6551
H 3.1714 2.1821 0.7316
H 4.3559 0.9039 1.0111
H 3.6999 0.8655 3.4296
H 2.4463 2.0575 3.0920
H 2.6123 -0.7016 1.8009
H 1.6257 -0.3094 3.2090
H 0.3936 1.3976 1.8368
H 1.3098 0.8956 0.4221
H -0.5235 -0.9209 2.0607
H 0.4125 -1.4256 0.6601
H -3.9773 -1.6007 -0.5067
H -3.6260 0.1486 -0.5314
H -2.4471 0.0183 -2.5976
H -4.3579 -1.9889 -2.9648
H -0.9536 -1.8713 -2.1745
H -1.8734 -2.2034 -3.6599
H -2.3903 -3.2948 -1.1234

Total charge: 0
HOMO level: -10.120 eV
SMILES: CCCCCCCC(=O)OC[C@H](O)CO
Energy above the lowest of the compared OMol25 structures with the same formula, charge and spin: 11.2 kJ/mol
LUMO: 0.67 eV
HOMO-LUMO gap: 10.79 eV

natural (NBO) atomic charge list, values in e, 8 entries: -0.600 -0.386 -0.395 -0.385 -0.387 -0.394 -0.503 0.806


Max |F| (computed, eV/Å): 0.14; 5.58; 3.09; 1.09; 3.65; 0.78